# C4H11NO2

A 3-piece molecular cluster, C4H11NO2 overall (the ωB97M-V functional and the def2-TZVPD basis, OMol25).

```
18
Properties=species:S:1:pos:R:3:forces:R:3
N 0.7768 1.1101 -0.6670 0.011 0.657 -0.352
C -0.5900 0.9382 -0.5573 -0.446 -0.474 0.727
C -1.4104 1.9219 -0.0876 1.509 -0.362 0.240
C -1.6428 -1.2358 0.0523 -0.318 -0.344 0.264
C -1.1188 -0.4083 -0.8602 -0.394 0.079 -0.268
H 1.0434 2.0868 -0.6461 0.253 0.010 -0.074
H 1.3160 0.5505 -1.3186 -0.274 -0.104 -0.041
H -0.8725 2.8330 0.1765 -0.515 0.144 0.107
H -2.3130 1.6556 0.4388 -0.341 0.144 -0.465
H -2.2677 -2.0871 -0.2073 0.253 -0.051 -0.272
H -1.4471 -1.1553 1.1087 -0.063 0.204 0.050
H -1.2958 -0.6167 -1.9155 0.149 0.088 0.041
H 0.6161 -1.0672 3.1441 0.073 -0.201 0.423
H 0.2108 -0.2640 1.9592 -0.170 0.439 -0.526
O 0.8044 -0.9729 2.2094 0.294 -0.165 0.109
H 2.3764 -1.5746 -1.5108 -0.531 -0.027 0.546
H 2.7889 -0.7170 -0.2209 -0.851 -0.262 0.604
O 3.0250 -0.9970 -1.0976 1.362 0.226 -1.112
```
Forces are in eV/Å.

Summary:
⟨S²⟩: 0.7519
Relative energy (zero: lowest compared OMol25 entry of this formula, charge and spin) (eV): 2.613
Frontier orbital gap (alpha / beta) (Eh): 0.103 / 0.312
Multiplicity: 2
LUMO (alpha / beta) (Eh): 0.14390 / 0.14680
Charge: -1

Atom charges from the Mulliken analysis, given in e for atoms 1 to 8: N -0.899; C -0.747; C -0.833; C -0.859; C -0.614; H 0.370; H 0.591; H 0.298